Entry 1:
Here is C50H28BrCl4N4Zn as an isolated structure from the Open Molecules 2025 dataset. Energies are from ωB97M-V/def2-TZVPD.

The relative energy (zero: lowest compared OMol25 entry of this formula, charge and spin) is 0.00 kJ/mol. The value obtained for the HOMO energy is -4.2852 eV. Its LUMO energy is 1.28 eV. For the gap between HOMO and LUMO, the calculation gives 5.6 eV. As for the maximum force: 0.11 eV/A. As for the charge: -1.

Last column: Mulliken charge in e.
Positions of all 88 atoms, in Å:
Zn1 -0.01 0.06 0.11  1.044
Cl1 -6.62 -6.65 0.45  -0.238
C1 -5.40 -5.42 0.23  0.449
C2 -5.23 -4.86 -1.03  -0.941
C3 -4.26 -3.88 -1.20  0.236
C4 -3.47 -3.47 -0.13  -0.902
C5 -3.66 -4.05 1.11  0.165
C6 -4.63 -5.03 1.30  -0.975
C7 -2.42 -2.41 -0.31  1.801
C8 -2.86 -1.09 -0.38  0.052
C9 -4.25 -0.68 -0.33  -1.263
C10 -4.26 0.67 -0.45  -1.263
C11 -2.88 1.09 -0.57  0.149
C12 -2.46 2.41 -0.72  1.624
C13 -3.51 3.46 -0.80  -0.467
C14 -4.38 3.52 -1.88  0.055
C15 -5.36 4.50 -1.96  -0.947
C16 -5.46 5.44 -0.94  0.407
Cl2 -6.69 6.68 -1.04  -0.239
C17 -4.61 5.40 0.14  -0.969
C18 -3.64 4.42 0.21  0.038
C19 -1.12 2.83 -0.82  0.152
N1 -0.03 2.05 -0.68  -0.255
C20 1.06 2.84 -0.86  0.084
C21 2.39 2.43 -0.83  1.645
C22 3.44 3.48 -0.99  -0.552
C23 3.64 4.43 0.01  0.069
C24 4.60 5.43 -0.13  -0.961
C25 5.36 5.47 -1.28  0.433
Cl3 6.57 6.71 -1.47  -0.240
C26 5.18 4.54 -2.29  -0.961
C27 4.22 3.55 -2.14  0.130
C28 2.83 1.11 -0.69  0.169
C29 4.22 0.69 -0.68  -1.254
C30 4.22 -0.65 -0.57  -1.333
C31 2.84 -1.06 -0.49  -0.001
N2 2.03 0.02 -0.56  -0.377
C32 2.42 -2.40 -0.41  1.921
C33 1.09 -2.83 -0.42  0.097
C34 0.68 -4.22 -0.34  -1.237
C35 -0.67 -4.22 -0.31  -1.339
C36 -1.09 -2.84 -0.36  0.166
N3 -0.01 -2.03 -0.45  -0.320
C37 3.48 -3.44 -0.31  -0.746
C38 3.77 -4.28 -1.37  0.170
C39 4.76 -5.25 -1.28  -0.917
C40 5.47 -5.37 -0.09  0.425
Cl4 6.72 -6.58 0.04  -0.239
C41 5.20 -4.55 0.99  -0.980
C42 4.20 -3.59 0.87  0.095
C43 0.63 4.20 -1.14  -1.360
C44 -0.72 4.19 -1.11  -1.317
N4 -2.06 0.00 -0.51  -0.443
H1 -5.85 -5.19 -1.86  0.396
H2 -4.12 -3.44 -2.17  0.464
H3 -3.05 -3.73 1.95  0.551
H4 -4.78 -5.48 2.27  0.402
H5 -5.09 -1.34 -0.22  0.454
H6 -5.12 1.32 -0.45  0.488
H7 -4.29 2.79 -2.67  0.484
H8 -6.04 4.55 -2.81  0.401
H9 -4.70 6.14 0.93  0.407
H10 -2.96 4.38 1.06  0.504
H11 3.04 4.39 0.91  0.497
H12 4.76 6.16 0.65  0.402
H13 5.78 4.59 -3.19  0.399
H14 4.06 2.82 -2.92  0.478
H15 5.08 1.35 -0.76  0.494
H16 5.08 -1.31 -0.55  0.449
H17 1.34 -5.07 -0.30  0.434
H18 -1.33 -5.07 -0.25  0.428
H19 3.21 -4.18 -2.30  0.480
H20 4.99 -5.90 -2.11  0.399
H21 5.76 -4.66 1.91  0.409
H22 3.98 -2.94 1.71  0.563
H23 1.28 5.03 -1.36  0.434
H24 -1.38 5.02 -1.30  0.441
Br1 0.19 -0.29 6.86  -0.269
C45 0.13 -0.16 4.96  0.265
C46 1.32 -0.09 4.24  -0.909
C47 1.25 0.00 2.85  0.758
C48 0.04 0.03 2.14  -1.396
C49 -1.12 -0.04 2.93  0.681
C50 -1.09 -0.14 4.32  -0.918
H25 2.27 -0.11 4.76  0.417
H26 2.19 0.05 2.31  0.273
H27 -2.09 -0.03 2.44  0.283
H28 -2.01 -0.19 4.89  0.420

Entry 2:
Here is C50H29Cl4HfN9 as an isolated structure from the Open Molecules 2025 dataset. Energies are from ωB97M-V/def2-TZVPD.

The relative energy (zero: lowest compared OMol25 entry of this formula, charge and spin) is 0.00 kJ/mol. The value obtained for the HOMO energy is -12.9820 eV. Its LUMO energy is -7.91 eV. For the gap between HOMO and LUMO, the calculation gives 5.1 eV. As for the maximum force: 0.73 eV/A. As for the charge: +2.

Last column: Mulliken charge in e.
Positions of all 93 atoms, in Å:
Hf1 0.02 -0.02 0.45  2.088
Cl1 7.79 -5.82 -0.29  -0.158
C1 6.41 -4.81 -0.14  0.378
C2 5.15 -5.38 -0.09  -1.039
C3 4.04 -4.56 0.05  -0.271
C4 4.19 -3.17 0.11  -0.077
C5 5.47 -2.61 0.03  -0.075
C6 6.58 -3.43 -0.08  -1.080
C7 3.02 -2.30 0.28  1.350
C8 2.11 -2.53 1.26  -0.542
C9 2.08 -3.53 2.30  -0.737
C10 0.83 -3.50 2.87  -1.488
C11 0.13 -2.47 2.20  0.902
C12 -1.26 -1.91 2.31  -0.777
C13 -2.10 -2.03 1.26  -0.035
C14 -3.28 -1.15 1.00  -0.546
C15 -4.04 -1.08 -1.09  -1.387
C16 -3.72 -1.87 -2.31  -0.166
Cl2 -4.34 -1.24 -3.81  -0.191
C17 -2.97 -2.95 -2.27  -0.761
C18 -2.49 -3.46 -0.93  -0.478
C19 -1.27 -0.66 3.14  0.674
N1 -0.78 0.39 2.47  0.777
C20 -0.63 1.44 3.38  -0.663
C21 -0.03 2.64 3.09  1.537
C22 -0.01 3.70 4.11  0.336
C23 -1.19 4.08 4.75  -0.376
C24 -1.18 5.06 5.72  -0.999
C25 0.02 5.66 6.07  0.353
Cl3 0.05 6.87 7.29  -0.158
C26 1.21 5.29 5.44  -1.023
C27 1.19 4.33 4.46  -0.217
C28 0.59 2.94 1.80  0.034
C29 0.92 4.23 1.35  -1.224
C30 1.43 4.09 0.07  -1.576
C31 1.39 2.71 -0.23  0.580
N2 0.88 2.01 0.85  -0.336
C32 1.93 2.11 -1.41  1.900
C33 2.25 0.76 -1.51  -0.226
C34 3.14 0.16 -2.44  -1.326
C35 3.54 -1.04 -1.89  -1.196
C36 2.85 -1.18 -0.67  -0.022
N3 2.02 -0.14 -0.46  -0.330
C37 2.26 3.03 -2.52  -0.574
C38 3.58 3.18 -2.96  -0.335
C39 3.88 4.06 -3.98  -1.069
C40 2.85 4.77 -4.59  0.388
Cl4 3.22 5.86 -5.87  -0.163
C41 1.54 4.63 -4.17  -1.095
C42 1.25 3.77 -3.13  0.246
C43 -1.08 0.95 4.65  -0.424
C44 -1.48 -0.35 4.50  -2.270
N4 0.88 -1.86 1.30  -0.068
H1 5.04 -6.45 -0.16  0.440
H2 3.05 -4.99 0.05  0.560
H3 5.61 -1.54 0.08  0.553
H4 7.58 -3.01 -0.12  0.437
H5 2.89 -4.18 2.56  0.748
H6 0.45 -4.13 3.66  0.619
H7 -3.53 -0.48 1.82  0.617
H8 -4.74 -0.28 -1.32  1.064
H9 -2.73 -3.50 -3.17  0.489
H10 -1.87 -4.34 -1.12  0.772
H11 -2.13 3.62 4.47  0.546
H12 -2.10 5.37 6.21  0.442
H13 2.14 5.77 5.74  0.438
H14 2.11 4.04 3.98  0.540
H15 0.81 5.14 1.91  0.695
H16 1.82 4.86 -0.57  0.598
H17 3.47 0.59 -3.37  0.801
H18 4.23 -1.75 -2.30  0.725
H19 4.38 2.65 -2.46  0.644
H20 4.90 4.21 -4.31  0.442
H21 0.75 5.19 -4.67  0.451
H22 0.22 3.65 -2.81  0.469
H23 -1.05 1.51 5.58  0.686
H24 -1.85 -1.02 5.26  0.600
N5 -3.08 3.01 -0.48  0.107
C45 -1.77 2.88 -0.51  -0.684
N6 -1.47 1.59 -0.48  -0.039
C46 -2.70 0.98 -0.42  -0.507
N7 -3.71 1.81 -0.41  -0.644
C47 -2.79 -0.50 -0.35  2.172
C48 -4.48 -1.79 0.26  -0.262
N8 -4.61 -3.23 0.37  -0.623
C49 -3.70 -3.95 -0.15  -0.365
C50 -1.60 -2.48 -0.12  0.941
N9 -1.47 -1.08 -0.63  -0.872
H25 -3.63 3.86 -0.52  0.228
H26 -1.07 3.71 -0.55  0.620
H27 -5.41 -1.36 0.61  0.464
H28 -3.83 -5.03 -0.06  0.449
H29 -0.62 -2.93 -0.07  0.573